No. 1
135
Properties=species:S:1:pos:R:3:forces:R:3 method="wB97M-V/def2-TZVPD" total_charge=+1 max_force_ev_per_a=0.43 gap_ev=8.249 e_tot_ev=-220996.4273 homo_ev=-10.65 lumo_energy_ha=-0.0883
C 3.32322 -2.18567 5.87540 0.02 -0.02 -0.08
C 1.89869 -2.73421 5.84789 -0.04 0.15 0.09
C 1.05895 -2.32266 4.62265 -0.04 -0.11 0.01
C 1.83611 -2.15795 3.30122 0.15 -0.18 -0.03
C 2.23672 -0.70183 3.05227 0.13 -0.14 0.21
N 2.19782 -0.07658 1.63243 0.18 0.18 0.06
C 2.98329 -1.06959 0.75423 0.04 -0.15 -0.02
C 3.63248 -0.56335 -0.49899 0.05 -0.14 0.03
F 2.17062 -2.12713 0.46863 0.06 -0.03 0.14
C 3.13850 1.13030 1.85713 0.07 0.01 0.11
C 3.03138 2.38380 0.97588 -0.14 0.23 0.08
C 2.45713 3.58367 1.75234 -0.05 0.18 0.00
C 3.20370 4.04511 2.99749 0.09 0.10 0.08
C 2.43142 5.15388 3.70723 -0.07 0.00 -0.30
Cl 2.83494 5.21473 5.43815 0.00 0.02 0.12
C 4.33025 2.86748 0.24028 0.12 -0.15 -0.19
C 4.61063 2.22774 -1.13408 0.15 0.15 -0.03
C 5.69883 3.00147 0.98017 -0.02 0.13 0.03
C 6.35336 1.90193 1.83498 0.07 -0.13 0.03
C 6.10358 1.92117 3.35014 0.07 0.14 -0.18
O 2.11213 2.11246 -0.09840 0.20 -0.24 -0.04
C 0.92672 1.46572 0.02758 -0.04 0.14 0.01
Br -0.50868 2.84150 0.16866 -0.10 -0.11 0.07
Br 0.72663 0.79143 -1.84128 -0.07 0.24 -0.01
C 0.76078 0.36105 1.16445 -0.41 -0.04 -0.11
C -0.12069 0.75863 2.39414 0.20 -0.07 -0.15
C 0.04454 1.89800 3.40769 0.09 -0.05 -0.14
C -1.12973 2.83333 3.58037 0.02 -0.04 0.06
N 1.06651 1.91905 4.15871 -0.03 0.13 0.02
P -0.28813 -1.12686 0.25332 0.26 -0.07 -0.19
C -0.91362 -2.29667 1.56580 -0.19 0.02 0.13
C -0.60760 -3.77163 1.22016 -0.08 0.12 -0.12
C -1.90828 -0.34953 -0.16584 -0.18 -0.18 0.26
C -2.71520 -1.47179 -0.87589 0.10 0.33 -0.06
H 3.97292 -2.67920 5.14909 -0.04 0.01 -0.02
H 3.34367 -1.11232 5.66520 -0.01 0.01 0.11
H 3.77676 -2.34539 6.85264 -0.01 0.05 0.01
H 1.91598 -3.82161 5.94152 0.10 0.00 -0.10
H 1.38079 -2.37516 6.73983 -0.04 -0.06 -0.02
H 0.51750 -1.40198 4.86572 0.06 0.05 -0.11
H 0.28995 -3.08157 4.46264 -0.05 0.00 0.07
H 1.27853 -2.60089 2.48755 0.01 0.18 -0.04
H 2.74959 -2.75263 3.36423 -0.03 -0.04 -0.10
H 1.70124 -0.02094 3.70121 -0.02 0.06 -0.09
H 3.28213 -0.58267 3.33568 0.02 -0.05 -0.08
H 3.75355 -1.44332 1.43232 -0.05 0.05 0.07
H 3.80755 -1.44702 -1.11339 0.00 0.01 -0.02
H 4.60194 -0.13201 -0.26483 -0.14 -0.11 0.05
H 3.04742 0.14893 -1.06634 0.00 -0.18 0.07
H 4.13066 0.70012 1.80942 0.14 0.01 -0.03
H 2.95179 1.42469 2.88170 -0.06 0.03 0.06
H 1.42706 3.37363 2.02488 0.01 -0.12 0.09
H 2.39668 4.41337 1.04233 -0.02 -0.07 -0.04
H 3.35349 3.22936 3.70508 -0.05 -0.06 -0.02
H 4.18943 4.43790 2.75156 0.02 -0.12 0.00
H 2.66150 6.13053 3.28683 0.01 0.00 0.02
H 1.35512 5.01046 3.62339 -0.02 -0.08 0.10
H 4.06442 3.89808 -0.00466 0.00 0.00 0.01
H 3.70929 1.97609 -1.68744 0.10 0.01 0.00
H 5.15043 2.96956 -1.72362 0.00 0.00 0.00
H 5.26807 1.36092 -1.07078 -0.04 0.13 -0.05
H 5.74590 3.93491 1.54368 -0.12 -0.05 0.09
H 6.39031 3.16462 0.15091 -0.02 0.09 0.01
H 7.42893 2.04897 1.71883 -0.01 0.00 -0.08
H 6.17868 0.90613 1.40762 -0.06 0.00 0.05
H 6.93079 1.43304 3.86548 -0.06 -0.07 0.00
H 6.07065 2.94987 3.71443 -0.01 -0.01 0.00
H 5.18869 1.43088 3.67271 -0.18 -0.04 -0.01
H -1.12333 0.83994 2.00553 -0.17 0.04 -0.21
H -0.13989 -0.12875 3.01647 -0.12 -0.26 0.09
H -1.47824 2.78173 4.61362 0.01 0.05 -0.02
H -1.95891 2.60175 2.91759 -0.01 -0.03 -0.01
H -0.82432 3.86023 3.37600 0.02 0.02 0.02
H 1.00226 2.65208 4.86741 0.03 0.02 -0.02
H -1.99270 -2.15716 1.61921 -0.04 0.07 -0.03
H -0.55944 -2.06983 2.56491 0.00 0.15 0.05
H -1.53085 -4.30937 1.00784 0.01 -0.01 0.01
H -0.11355 -4.29008 2.04150 0.04 0.00 0.01
H 0.01844 -3.85829 0.33075 0.06 -0.01 0.07
H -2.45364 -0.02692 0.72101 -0.05 0.13 0.04
H -1.80915 0.50041 -0.82938 0.12 0.05 0.01
H -2.08098 -2.30247 -1.19748 -0.05 -0.04 0.03
H -3.50663 -1.85280 -0.23328 0.03 -0.11 -0.03
H -3.17679 -1.06192 -1.77299 -0.10 -0.11 0.01
C -7.67248 -4.45253 -3.53960 -0.02 -0.01 -0.01
C -7.25830 -3.86051 -2.19710 0.08 -0.06 -0.05
C -7.11576 -2.33518 -2.19900 -0.10 0.05 0.13
O -5.95014 -1.83476 -2.83282 0.03 0.00 -0.01
C -6.02223 -1.74026 -4.24621 0.08 0.08 0.01
N -6.04877 -4.53988 -1.72555 0.01 0.12 0.04
H -6.83375 -4.48722 -4.23546 0.01 0.02 0.00
H -8.02049 -5.47507 -3.40210 0.03 -0.01 0.00
H -8.47613 -3.87471 -3.99886 0.00 0.00 0.00
H -8.05274 -4.08347 -1.47797 -0.02 0.04 0.00
H -7.04108 -2.00032 -1.15988 0.03 0.00 -0.01
H -8.00572 -1.85839 -2.63013 -0.02 -0.06 -0.02
H -7.03228 -1.47533 -4.57233 -0.01 0.00 -0.01
H -5.72152 -2.66917 -4.73484 -0.05 -0.02 0.00
H -5.33423 -0.95226 -4.55189 -0.01 0.01 0.00
H -5.84127 -4.25266 -0.77425 -0.03 -0.05 0.01
H -5.26306 -4.21809 -2.28390 0.00 -0.05 -0.02
C 4.26383 -1.29676 -5.54197 0.02 0.00 0.01
C 3.08410 -1.40540 -4.58297 0.02 0.05 -0.05
C 2.45197 -2.80087 -4.51155 -0.02 -0.01 0.07
O 1.64496 -3.13825 -5.61691 0.01 0.02 -0.05
C 2.32995 -3.65514 -6.74346 -0.04 -0.03 0.01
N 2.10815 -0.36043 -4.90083 -0.01 -0.08 0.10
H 3.92817 -1.24954 -6.57789 -0.01 -0.02 0.00
H 4.82484 -0.38431 -5.34293 -0.02 0.02 -0.02
H 4.94016 -2.14719 -5.44038 0.00 0.00 0.00
H 3.45725 -1.19646 -3.57224 0.01 -0.02 0.00
H 1.78181 -2.82506 -3.64614 -0.01 0.00 -0.01
H 3.22417 -3.56752 -4.35667 0.02 0.03 -0.01
H 3.18010 -4.27316 -6.43821 0.01 0.00 -0.01
H 2.68754 -2.86454 -7.40713 0.03 0.00 0.02
H 1.62443 -4.27530 -7.29351 0.00 0.00 0.00
H 1.38046 -0.36871 -4.19329 -0.03 -0.01 -0.06
H 1.63621 -0.61794 -5.76357 0.04 0.04 -0.03
C -6.99295 3.31878 -0.82922 0.01 0.00 0.01
C -6.42656 1.92977 -1.10270 -0.08 0.07 -0.04
C -4.91100 1.90301 -1.34417 0.01 -0.10 0.06
O -4.49147 2.36563 -2.61032 0.02 0.03 -0.02
C -4.36551 3.76868 -2.73832 0.02 -0.03 -0.03
N -7.18592 1.30169 -2.18481 0.21 -0.07 0.03
H -7.08644 3.89621 -1.74937 0.02 0.00 -0.01
H -7.98955 3.23523 -0.39824 -0.01 -0.01 -0.03
H -6.36361 3.87974 -0.13523 0.00 0.00 0.00
H -6.58830 1.32228 -0.20481 0.02 0.01 0.02
H -4.58340 0.85975 -1.29817 -0.01 0.01 -0.03
H -4.38658 2.45725 -0.55030 -0.03 0.01 0.01
H -4.00272 4.21848 -1.80774 0.00 0.01 0.01
H -5.30944 4.24463 -3.01315 -0.01 0.01 0.04
H -3.63983 3.95856 -3.52786 0.00 0.00 0.00
H -6.86893 0.34195 -2.28543 -0.02 -0.07 -0.04
H -6.92672 1.75381 -3.05771 -0.07 0.04 0.01

No. 2
142
Properties=species:S:1:pos:R:3:forces:R:3 method="wB97M-V/def2-TZVPD" max_force_ev_per_a=3.49 smiles="CCN(CC)CC.CCN(CC)CC.CCN(CC)CC.CCOC(C)=O.CCOC(C)=O.ClCCCl.ClCCCl.ClCCCl.ClCCCl.ClCCCl.ClCCCl" gap_ev=8.148 e_tot_ev=-203715.4212 homo_ev=-7.86 lumo_energy_ha=0.0108
C 2.94485 2.65011 -1.63271 0.87 0.56 1.04
C 2.36613 2.73351 -2.99320 -0.56 -0.65 -0.67
N 1.02104 3.28158 -3.03840 0.14 0.48 -0.37
C 0.73003 3.91522 -4.31293 0.25 0.77 -0.45
C 0.73837 3.01095 -5.56453 0.06 -0.38 0.80
C 0.03252 2.33761 -2.61513 0.05 -1.32 0.06
C -1.39223 2.83941 -2.57413 0.04 0.18 0.27
H 2.98303 3.66004 -1.21302 -0.03 -0.12 0.24
H 3.98042 2.32830 -1.77605 0.01 -0.16 0.37
H 2.45595 1.98517 -0.91009 -0.02 0.05 -0.33
H 3.01542 3.37249 -3.59174 -0.03 0.02 -0.11
H 2.43217 1.70661 -3.41168 -0.24 0.26 -0.31
H -0.23617 4.43106 -4.25119 0.16 -0.14 0.08
H 1.48071 4.71379 -4.38560 -0.14 -0.08 -0.34
H -0.03138 2.25138 -5.40501 -0.06 -0.03 -0.32
H 0.53841 3.53947 -6.50202 0.07 0.02 0.28
H 1.68742 2.46421 -5.63209 -0.12 0.22 -0.18
H 0.32390 2.01291 -1.60597 -0.18 -0.03 -0.17
H 0.07185 1.42212 -3.25455 -0.06 0.16 0.27
H -1.43138 3.74008 -1.95747 -0.17 0.05 -0.07
H -2.00409 2.06940 -2.10415 -0.12 0.03 -0.02
H -1.81046 3.05594 -3.55946 0.07 -0.03 0.07
C 8.59769 -1.37003 0.96348 0.56 -0.08 0.08
C 7.27221 -1.28947 1.66644 0.02 -0.22 0.37
N 6.10477 -1.08581 0.82911 -0.45 0.11 0.18
C 4.94926 -1.16973 1.73599 -0.34 1.05 0.33
C 3.55818 -0.90683 1.09973 0.78 0.25 -0.11
C 6.12310 0.13693 0.01756 0.26 -0.20 -0.61
C 6.21638 1.46723 0.74118 -0.23 0.11 0.92
H 8.58623 -2.10282 0.15766 -0.05 0.04 -0.09
H 9.30651 -1.72167 1.72147 0.13 0.07 -0.24
H 8.97846 -0.41907 0.58400 -0.16 -0.01 -0.03
H 7.10592 -2.26645 2.12784 0.05 0.01 0.15
H 7.36807 -0.57769 2.52683 -0.29 -0.07 -0.49
H 4.95183 -2.13961 2.23663 0.13 -0.04 -0.16
H 5.16190 -0.39917 2.53405 -0.71 -0.64 -0.22
H 3.47773 0.16186 0.88035 -0.19 -0.02 -0.01
H 3.44468 -1.43173 0.14403 0.05 -0.07 0.19
H 2.72171 -1.17816 1.75563 0.39 -0.04 0.01
H 5.21994 0.11976 -0.60070 0.13 0.00 0.02
H 6.97341 0.05965 -0.67127 -0.19 -0.14 0.00
H 7.20713 1.66536 1.16147 -0.02 -0.06 -0.15
H 5.53026 1.44822 1.59163 -0.03 0.20 0.04
H 5.91707 2.32728 0.13836 0.12 -0.19 -0.20
C 4.78154 5.12109 5.86368 -0.19 -0.18 -0.67
C 3.68015 4.63985 4.89444 -0.68 -0.30 1.28
N 4.00448 4.72145 3.51056 0.73 0.74 0.01
C 3.79809 6.06017 2.97183 -0.94 -0.36 0.97
C 4.36238 6.28264 1.62123 0.45 0.11 -0.81
C 3.50624 3.64225 2.71221 1.10 0.04 -1.25
C 2.03720 3.58559 2.43884 -0.77 -0.48 0.67
H 4.65436 4.64438 6.83196 -0.07 0.06 0.15
H 4.82128 6.20454 6.00737 -0.04 -0.13 -0.11
H 5.72032 4.77328 5.43453 0.21 0.13 0.15
H 3.50678 3.57752 5.09131 0.04 0.04 0.19
H 2.70641 5.12515 5.14674 0.35 -0.03 -0.13
H 2.70615 6.28705 2.92584 0.31 0.08 0.21
H 4.24674 6.74629 3.69363 -0.07 0.08 -0.06
H 3.82729 5.69908 0.87430 0.01 -0.02 -0.15
H 4.24410 7.33496 1.35764 0.14 -0.03 -0.09
H 5.41842 6.00331 1.58312 -0.03 0.10 -0.05
H 3.87575 2.67660 3.10241 -0.26 0.39 0.16
H 4.02350 3.75626 1.75806 0.07 -0.27 -0.23
H 1.59857 4.41068 1.87420 0.28 0.05 0.01
H 1.52914 3.49080 3.40081 -0.31 0.12 -0.17
H 1.85509 2.65353 1.91258 -0.26 -0.07 -0.28
C -3.90489 -1.39390 -1.36543 0.08 0.30 0.15
C -3.21889 -1.57411 -0.03627 0.47 0.15 0.26
O -2.02879 -0.73171 -0.02494 -0.32 -0.39 -0.64
C -1.36518 -0.57806 1.11496 -0.96 -1.11 1.61
C -0.06564 0.09191 0.90233 -0.13 0.64 -0.58
O -1.79753 -0.97549 2.19391 0.46 0.36 -1.02
H -4.60863 -2.20455 -1.51215 -0.28 -0.07 -0.02
H -3.18962 -1.43839 -2.18248 0.12 0.00 -0.12
H -4.42522 -0.43496 -1.41230 0.01 -0.06 -0.04
H -3.85101 -1.30293 0.81437 0.08 -0.09 -0.11
H -2.87861 -2.61101 0.07954 -0.05 0.15 0.16
H 0.29979 -0.16901 -0.08572 0.20 0.07 -0.13
H 0.64311 -0.14786 1.67440 0.00 -0.06 0.05
H -0.27904 1.17101 0.90794 0.28 -0.13 0.05
C -2.03410 -5.51073 -5.43742 0.74 0.42 0.28
C -1.99006 -4.06423 -4.92518 -0.09 -0.22 -0.46
O -2.74641 -3.21788 -5.80468 -0.81 -1.01 -0.77
C -2.74517 -1.90558 -5.67321 2.57 0.22 2.35
C -3.41950 -1.20534 -6.78349 -0.13 0.47 0.10
O -2.10928 -1.37473 -4.75023 -1.30 -0.40 -1.41
H -1.37871 -6.04013 -4.74500 -0.04 -0.29 0.09
H -1.54080 -5.59703 -6.40779 -0.27 0.08 -0.07
H -2.99742 -6.02913 -5.45341 0.00 0.51 0.03
H -2.36572 -4.00560 -3.91082 -0.23 0.19 0.04
H -0.96011 -3.69526 -4.92772 -0.09 -0.10 0.02
H -4.30967 -1.73507 -7.09514 -0.06 -0.08 -0.24
H -2.71842 -1.06284 -7.60975 -0.11 -0.25 0.02
H -3.66264 -0.22834 -6.40413 -0.28 0.44 -0.04
Cl -4.58070 -4.92072 1.81294 -0.33 -0.07 -0.24
C -3.50499 -4.16903 3.00173 0.25 0.40 -0.28
C -3.60152 -4.80723 4.34511 0.20 0.14 0.69
Cl -2.87480 -6.42340 4.39811 0.15 -0.28 -0.09
H -3.73862 -3.09850 3.05756 0.00 -0.29 -0.02
H -2.49247 -4.28024 2.61678 -0.03 0.10 0.01
H -4.60214 -4.92362 4.74264 -0.24 0.19 -0.22
H -3.03204 -4.18176 5.03035 0.03 -0.05 0.12
Cl -3.53539 1.86579 0.98318 -0.46 0.06 -0.05
C -5.00929 1.40702 1.90258 0.85 -0.30 0.07
C -6.12795 2.35323 1.80014 -0.48 1.15 0.40
Cl -5.85042 3.89718 2.72254 -0.08 -0.52 -0.42
H -4.66618 1.27732 2.91574 -0.06 -0.10 0.35
H -5.41834 0.47960 1.53035 0.47 -0.47 -0.25
H -6.99643 1.87585 2.24781 -0.14 0.14 0.04
H -6.34563 2.60165 0.76885 -0.05 0.19 -0.09
Cl -1.04832 -4.46424 -1.66310 0.54 0.39 0.08
C -0.21565 -2.89380 -2.06477 0.07 -0.27 -0.42
C 1.07689 -3.18854 -2.83177 -0.05 0.28 0.25
Cl 2.12106 -1.72734 -2.90208 -0.21 0.04 0.14
H -0.04746 -2.35812 -1.13084 0.03 -0.18 -0.12
H -0.91607 -2.35176 -2.69951 0.08 0.15 0.11
H 0.88225 -3.43433 -3.86959 -0.10 -0.21 0.05
H 1.67558 -3.96285 -2.36301 -0.11 -0.07 0.05
Cl -7.50493 -0.68066 0.55174 -0.28 -0.28 -0.52
C -7.87763 -2.14531 -0.47004 0.87 0.28 0.32
C -9.00982 -2.86278 0.16774 -0.49 -0.41 0.40
Cl -9.28981 -4.43317 -0.64483 0.07 0.10 -0.07
H -6.97033 -2.73372 -0.42502 0.13 -0.12 -0.17
H -8.08877 -1.85379 -1.49210 0.04 0.24 0.00
H -9.91500 -2.28110 0.07324 -0.28 0.02 0.12
H -8.80587 -3.08178 1.21580 -0.05 0.08 -0.13
Cl 0.97753 0.67909 3.91950 0.11 -0.06 0.34
C -0.39803 0.81551 5.04446 -0.17 0.30 -0.27
C 0.01454 1.56144 6.27385 0.62 0.21 0.72
Cl 0.48374 3.26580 5.92867 -0.34 -0.20 0.03
H -0.74155 -0.19446 5.24656 0.02 -0.01 0.19
H -1.19077 1.36682 4.55040 -0.06 -0.08 -0.29
H 0.91834 1.13851 6.70933 -0.14 -0.18 0.04
H -0.76535 1.59085 7.03918 -0.01 -0.03 -0.27
Cl -5.13723 -4.42429 -3.14070 0.07 -0.19 -0.10
C -4.40298 -5.20417 -1.69165 0.01 -0.41 -0.33
C -3.84409 -6.60285 -2.06755 -1.17 1.10 -0.53
Cl -2.95712 -7.29567 -0.74907 0.56 -0.32 0.87
H -5.19220 -5.15717 -0.94114 0.27 -0.50 0.01
H -3.57403 -4.57578 -1.39597 -0.01 0.12 0.15
H -3.17641 -6.47149 -2.91260 0.09 -0.04 -0.07
H -4.62852 -7.30690 -2.33946 -0.07 0.19 -0.05

Number 1: molar mass 919.35 g mol⁻¹. Number 2: molar mass 1073.55 g mol⁻¹.